13 unconnected molecules or ions with the total composition C105H218N9O9 in a non-equilibrium geometry. Source: the OMol25 dataset; level of theory: ωB97M-V with the def2-TZVPD basis set.

Properties
- multiplicity = 10
- E_HOMO (alpha / beta) (Eh) = -0.275 / -0.331
- gap between HOMO and LUMO (alpha / beta) (eV) = 7.886 / 9.234
- charge = 0

Each atom is followed by the atoms it is bonded to, with distances in Å.
Positions of all 341 atoms, in Å:
1 C 20.322 15.744 23.503  C2 1.548, H7 1.090, H8 1.112, H9 1.079
2 C 18.905 15.748 24.123  C1 1.548, C3 1.547, H10 1.078, H11 1.112
3 C 18.879 15.557 25.659  C2 1.547, C4 1.535, H12 1.116, H13 1.085
4 C 17.469 15.716 26.246  C3 1.535, C5 1.517, H14 1.095, H15 1.098
5 C 17.359 15.437 27.733  C4 1.517, C6 1.560, H16 1.087, H17 1.103
6 C 15.943 15.653 28.350  C5 1.560, H18 1.082, H19 1.068, H20 1.110
7 H 20.856 14.859 23.847  C1 1.090
8 H 20.887 16.581 23.969  C1 1.112
9 H 20.272 15.742 22.426  C1 1.079
10 H 18.360 16.621 23.802  C2 1.078
11 H 18.238 14.978 23.676  C2 1.112
12 H 19.611 16.339 25.969  C3 1.116
13 H 19.344 14.634 25.989  C3 1.085
14 H 17.254 16.788 26.178  C4 1.095
15 H 16.675 15.245 25.651  C4 1.098
16 H 17.673 14.435 28.015  C5 1.087
17 H 18.023 16.143 28.259  C5 1.103
18 H 16.047 15.419 29.401  C6 1.082
19 H 15.677 16.658 28.105  C6 1.068
20 H 15.111 15.061 27.913  C6 1.110
21 C 12.314 18.253 14.412  C22 1.581, H27 1.108, H28 1.069, H29 1.055
22 C 12.608 17.751 15.882  C21 1.581, C23 1.573, H30 1.108, H31 1.064
23 C 11.231 17.762 16.642  C22 1.573, C24 1.520, H32 1.094, H33 1.071
24 C 11.374 17.285 18.078  C23 1.520, C25 1.536, H34 1.062, H35 1.093
25 C 12.600 17.823 18.831  C24 1.536, C26 1.556, H36 1.084, H37 1.111
26 C 12.657 19.371 18.981  C25 1.556, H38 1.105, H39 1.101, H40 1.079
27 H 11.836 19.250 14.339  C21 1.108
28 H 11.647 17.589 13.904  C21 1.069
29 H 13.208 18.317 13.856  C21 1.055
30 H 12.999 16.719 15.773  C22 1.108
31 H 13.388 18.311 16.341  C22 1.064
32 H 10.640 17.060 16.048  C23 1.094
33 H 10.892 18.775 16.565  C23 1.071
34 H 10.579 17.623 18.695  C24 1.062
35 H 11.385 16.194 18.141  C24 1.093
36 H 12.826 17.461 19.827  C25 1.084
37 H 13.506 17.512 18.269  C25 1.111
38 H 12.536 19.927 18.034  C26 1.105
39 H 11.869 19.737 19.658  C26 1.101
40 H 13.529 19.789 19.459  C26 1.079
41 C 14.132 25.358 17.888  C42 1.550, H47 1.085, H48 1.130, H49 1.089
42 C 15.557 25.068 18.423  C41 1.550, C43 1.529, H50 1.081, H51 1.075
43 C 15.693 24.863 19.932  C42 1.529, C44 1.561, H52 1.083, H53 1.105
44 C 15.015 23.545 20.421  C43 1.561, C45 1.537, H54 1.089, H55 1.104
45 C 15.058 23.348 21.945  C44 1.537, C46 1.544, H56 1.044, H57 1.110
46 C 16.522 23.248 22.424  C45 1.544, H58 1.065, H59 1.048, H60 1.088
47 H 14.143 25.711 16.863  C41 1.085
48 H 13.642 26.133 18.548  C41 1.130
49 H 13.438 24.520 17.832  C41 1.089
50 H 15.995 24.154 18.048  C42 1.081
51 H 16.189 25.830 18.005  C42 1.075
52 H 15.200 25.667 20.465  C43 1.083
53 H 16.758 24.893 20.227  C43 1.105
54 H 13.960 23.508 20.153  C44 1.089
55 H 15.421 22.638 19.941  C44 1.104
56 H 14.623 24.171 22.419  C45 1.044
57 H 14.567 22.425 22.317  C45 1.110
58 H 16.582 23.110 23.478  C46 1.065
59 H 17.082 22.461 22.017  C46 1.048
60 H 17.122 24.120 22.169  C46 1.088
61 C 24.160 16.381 15.874  C62 1.537, H67 1.121, H68 1.088, H69 1.090
62 C 22.993 17.005 16.656  C61 1.537, C63 1.574, H70 1.046, H71 1.077
63 C 23.116 18.574 16.718  C62 1.574, C64 1.540, H72 1.110, H73 1.099
64 C 22.936 19.145 15.299  C63 1.540, C65 1.536, H74 1.132, H75 1.093
65 C 21.590 18.901 14.600  C64 1.536, C66 1.530, H76 1.106, H77 1.113
66 C 21.684 19.081 13.084  C65 1.530, H78 1.111, H79 1.071, H80 1.111
67 H 24.150 16.484 14.758  C61 1.121
68 H 24.057 15.309 16.029  C61 1.088
69 H 25.137 16.665 16.264  C61 1.090
70 H 22.108 16.790 16.143  C62 1.046
71 H 22.939 16.661 17.675  C62 1.077
72 H 24.069 18.846 17.218  C63 1.110
73 H 22.304 19.010 17.316  C63 1.099
74 H 23.138 20.255 15.387  C64 1.132
75 H 23.802 18.712 14.791  C64 1.093
76 H 21.239 17.866 14.768  C65 1.106
77 H 20.858 19.551 15.130  C65 1.113
78 H 20.694 18.923 12.604  C66 1.111
79 H 22.073 20.069 12.939  C66 1.071
80 H 22.379 18.316 12.677  C66 1.111
81 C 20.679 20.250 21.100  C82 1.549, H92 1.075, H93 1.125, H94 1.052
82 C 21.264 21.493 20.383  C81 1.549, C83 1.555, N87 1.426, C91 1.604
83 C 22.057 20.930 19.170  C82 1.555, C84 1.495, H95 1.055, H96 1.072
84 C 22.267 21.911 18.062  C83 1.495, C85 1.553, H97 1.063, H98 1.079
85 C 20.835 22.364 17.668  C84 1.553, C86 1.514, H99 1.066, H100 1.098
86 C 20.136 23.127 18.772  C85 1.514, N87 1.421, C89 1.661, C90 1.513
87 N 20.179 22.299 19.927  C82 1.426, C86 1.421, O88 1.342
88 O 19.228 22.593 20.827  N87 1.342
89 C 20.740 24.658 18.994  C86 1.661, H101 1.053, H102 1.094, H103 1.050
90 C 18.700 23.223 18.305  C86 1.513, H104 1.119, H105 1.095, H106 1.074
91 C 22.256 22.328 21.326  C82 1.604, H107 1.135, H108 1.097, H109 1.086
92 H 20.028 19.615 20.526  C81 1.075
93 H 20.177 20.616 22.038  C81 1.125
94 H 21.565 19.759 21.382  C81 1.052
95 H 23.014 20.634 19.502  C83 1.055
96 H 21.570 20.100 18.699  C83 1.072
97 H 22.792 21.479 17.246  C84 1.063
98 H 22.842 22.806 18.238  C84 1.079
99 H 20.288 21.499 17.368  C85 1.066
100 H 21.024 22.834 16.693  C85 1.098
101 H 21.720 24.523 19.356  C89 1.053
102 H 20.956 25.079 18.007  C89 1.094
103 H 20.134 25.185 19.669  C89 1.050
104 H 18.060 23.707 19.084  C90 1.119
105 H 18.479 23.753 17.372  C90 1.095
106 H 18.488 22.176 18.189  C90 1.074
107 H 21.535 22.720 22.110  C91 1.135
108 H 22.860 23.120 20.866  C91 1.097
109 H 23.003 21.642 21.715  C91 1.086
110 C 18.794 13.079 21.678  C111 1.638, H121 1.068, H122 1.085, H123 1.101
111 C 19.032 12.614 20.125  C110 1.638, C112 1.550, N116 1.493, C120 1.616
112 C 20.200 13.466 19.566  C111 1.550, C113 1.546, H124 1.095, H125 1.045
113 C 20.758 12.986 18.205  C112 1.546, C114 1.496, H126 1.066, H127 1.057
114 C 21.182 11.555 18.118  C113 1.496, C115 1.556, H128 1.121, H129 1.088
115 C 19.984 10.781 18.740  C114 1.556, N116 1.478, C118 1.650, C119 1.672
116 N 19.169 11.142 19.919  C111 1.493, C115 1.478, O117 1.282
117 O 18.998 10.364 20.923  N116 1.282
118 C 18.767 10.533 17.654  C115 1.650, H130 1.055, H131 1.105, H132 1.085
119 C 20.595 9.254 19.041  C115 1.672, H133 1.122, H134 1.117, H135 1.140
120 C 17.623 12.863 19.373  C111 1.616, H136 1.104, H137 1.097, H138 1.143
121 H 19.036 14.117 21.627  C110 1.068
122 H 19.723 12.610 21.987  C110 1.085
123 H 18.080 12.536 22.316  C110 1.101
124 H 19.751 14.447 19.752  C112 1.095
125 H 21.016 13.334 20.206  C112 1.045
126 H 21.500 13.654 17.830  C113 1.066
127 H 20.010 13.238 17.502  C113 1.057
128 H 22.098 11.475 18.760  C114 1.121
129 H 21.418 10.981 17.225  C114 1.088
130 H 19.048 10.279 16.669  C118 1.055
131 H 17.935 10.048 18.196  C118 1.105
132 H 18.398 11.553 17.663  C118 1.085
133 H 19.918 8.371 19.189  C119 1.122
134 H 21.508 9.223 18.399  C119 1.117
135 H 20.921 9.337 20.130  C119 1.140
136 H 16.917 12.028 19.221  C120 1.104
137 H 18.114 12.997 18.402  C120 1.097
138 H 17.199 13.919 19.488  C120 1.143
139 C 17.863 19.292 25.250  C140 1.555, H150 1.055, H151 1.058, H152 1.098
140 C 19.187 20.012 25.634  C139 1.555, C141 1.635, N145 1.466, C149 1.511
141 C 19.333 21.526 25.036  C140 1.635, C142 1.518, H153 1.068, H154 1.147
142 C 18.428 22.555 25.688  C141 1.518, C143 1.553, H155 1.115, H156 1.095
143 C 18.813 22.523 27.192  C142 1.553, C144 1.545, H157 1.155, H158 1.129
144 C 18.534 21.205 27.949  C143 1.545, N145 1.531, C147 1.508, C148 1.552
145 N 19.218 20.135 27.094  C140 1.466, C144 1.531, O146 1.293
146 O 19.338 19.010 27.721  N145 1.293
147 C 19.206 21.248 29.299  C144 1.508, H159 1.122, H160 1.119, H161 1.084
148 C 17.026 20.892 28.144  C144 1.552, H162 1.073, H163 1.069, H164 1.090
149 C 20.380 19.257 25.095  C140 1.511, H165 1.106, H166 1.086, H167 1.083
150 H 18.052 18.954 24.269  C139 1.055
151 H 16.986 19.883 25.266  C139 1.058
152 H 17.805 18.425 25.921  C139 1.098
153 H 20.375 21.717 25.171  C141 1.068
154 H 19.118 21.557 23.910  C141 1.147
155 H 17.392 22.167 25.547  C142 1.115
156 H 18.426 23.562 25.258  C142 1.095
157 H 18.350 23.412 27.764  C143 1.155
158 H 19.930 22.678 27.228  C143 1.129
159 H 18.909 20.374 29.938  C147 1.122
160 H 20.325 21.239 29.299  C147 1.119
161 H 18.955 22.165 29.822  C147 1.084
162 H 16.633 21.469 28.959  C148 1.073
163 H 16.544 21.156 27.227  C148 1.069
164 H 16.924 19.835 28.391  C148 1.090
165 H 20.347 19.324 23.992  C149 1.106
166 H 20.469 18.220 25.403  C149 1.086
167 H 21.318 19.686 25.426  C149 1.083
168 C 15.819 24.671 14.078  C169 1.622, H179 1.094, H180 1.130, H181 1.097
169 C 15.931 23.094 13.716  C168 1.622, C170 1.521, N174 1.612, C178 1.470
170 C 15.870 23.019 12.198  C169 1.521, C171 1.523, H182 1.093, H183 1.098
171 C 17.225 23.133 11.512  C170 1.523, C172 1.524, H184 1.156, H185 1.073
172 C 18.231 22.076 11.953  C171 1.524, C173 1.556, H186 1.121, H187 1.098
173 C 18.637 22.315 13.436  C172 1.556, N174 1.500, C176 1.444, C177 1.626
174 N 17.265 22.248 14.038  C169 1.612, C173 1.500, O175 1.277
175 O 17.231 21.771 15.222  N174 1.277
176 C 19.436 21.278 14.046  C173 1.444, H188 1.103, H189 1.111, H190 1.107
177 C 19.461 23.717 13.399  C173 1.626, H191 1.050, H192 1.049, H193 1.066
178 C 14.907 22.256 14.357  C169 1.470, H194 1.081, H195 1.097, H196 1.093
179 H 14.770 24.936 13.916  C168 1.094
180 H 16.508 25.477 13.689  C168 1.130
181 H 15.930 24.810 15.161  C168 1.097
182 H 15.546 21.994 11.999  C170 1.093
183 H 15.141 23.661 11.686  C170 1.098
184 H 17.658 24.195 11.655  C171 1.156
185 H 17.057 23.084 10.453  C171 1.073
186 H 19.020 21.880 11.182  C172 1.121
187 H 17.682 21.129 12.044  C172 1.098
188 H 20.336 21.340 13.411  C176 1.103
189 H 19.684 21.725 15.033  C176 1.111
190 H 19.146 20.221 14.201  C176 1.107
191 H 19.755 23.793 14.404  C177 1.050
192 H 20.355 23.608 12.861  C177 1.049
193 H 19.044 24.578 12.928  C177 1.066
194 H 13.990 22.808 14.205  C178 1.081
195 H 15.096 22.331 15.435  C178 1.097
196 H 14.702 21.227 14.053  C178 1.093
197 C 10.049 16.797 25.752  C198 1.611, H208 1.095, H209 1.103, H210 1.096
198 C 11.601 17.228 25.765  C197 1.611, C199 1.460, N203 1.563, C207 1.613
199 C 12.453 16.072 25.499  C198 1.460, C200 1.505, H211 1.146, H212 1.111
200 C 13.844 16.496 25.110  C199 1.505, C201 1.460, H213 1.082, H214 1.127
201 C 13.956 17.409 23.977  C200 1.460, C202 1.583, H215 1.068, H216 1.098
202 C 13.188 18.781 24.154  C201 1.583, N203 1.464, C205 1.522, C206 1.563
203 N 11.915 18.190 24.573  C198 1.563, C202 1.464, O204 1.284
204 O 10.967 19.054 24.631  N203 1.284
205 C 14.034 19.716 25.007  C202 1.522, H217 1.082, H218 1.107, H219 1.245
206 C 12.920 19.356 22.726  C202 1.563, H220 1.060, H221 1.082, H222 1.104
207 C 11.924 17.765 27.251  C198 1.613, H223 1.152, H224 1.035, H225 1.160
208 H 9.286 17.231 26.408  C197 1.095
209 H 10.279 15.757 26.037  C197 1.103
210 H 9.446 16.741 24.838  C197 1.096
211 H 12.409 15.502 26.492  C199 1.146
212 H 12.001 15.494 24.666  C199 1.111
213 H 14.612 15.743 25.231  C200 1.082
214 H 14.238 17.138 25.950  C200 1.127
215 H 13.384 17.020 23.163  C201 1.068
216 H 14.864 17.517 23.370  C201 1.098
217 H 14.663 19.099 25.636  C205 1.082
218 H 14.491 20.650 24.628  C205 1.107
219 H 13.181 20.137 25.810  C205 1.245
220 H 12.261 20.149 22.481  C206 1.060
221 H 13.727 20.039 22.496  C206 1.082
222 H 12.970 18.615 21.907  C206 1.104
223 H 11.211 18.628 27.518  C207 1.152
224 H 12.863 18.190 27.162  C207 1.035
225 H 11.653 16.901 27.977  C207 1.160
226 C 14.428 13.239 21.117  C227 1.492, H237 1.088, H238 1.078, H239 1.136
227 C 13.624 13.052 19.873  C226 1.492, C228 1.534, N232 1.474, C236 1.562
228 C 13.891 14.238 18.938  C227 1.534, C229 1.463, H240 1.109, H241 1.117
229 C 13.498 14.022 17.545  C228 1.463, C230 1.494, H242 1.098, H243 1.120
230 C 14.225 12.801 17.084  C229 1.494, C231 1.535, H244 1.152, H245 1.098
231 C 14.051 11.520 17.911  C230 1.535, N232 1.464, C234 1.566, C235 1.522
232 N 14.228 11.821 19.332  C227 1.474, C231 1.464, O233 1.254
233 O 14.063 10.853 20.111  N232 1.254
234 C 12.674 10.906 17.486  C231 1.566, H246 1.087, H247 1.091, H248 1.115
235 C 15.184 10.568 17.551  C231 1.522, H249 1.047, H250 1.103, H251 1.118
236 C 12.099 13.082 20.214  C227 1.562, H252 1.050, H253 1.097, H254 1.105
237 H 14.149 14.266 21.342  C226 1.088
238 H 15.478 13.173 20.882  C226 1.078
239 H 14.148 12.504 21.938  C226 1.136
240 H 13.522 15.158 19.435  C228 1.109
241 H 15.004 14.326 18.923  C228 1.117
242 H 13.758 14.799 16.813  C229 1.098
243 H 12.385 14.017 17.428  C229 1.120
244 H 15.331 13.117 17.149  C230 1.152
245 H 13.933 12.561 16.053  C230 1.098
246 H 12.424 10.216 18.287  C234 1.087
247 H 11.890 11.665 17.507  C234 1.091
248 H 12.747 10.345 16.525  C234 1.115
249 H 16.117 11.010 17.730  C235 1.047
250 H 15.168 9.663 18.180  C235 1.103
251 H 15.028 10.167 16.520  C235 1.118
252 H 11.850 12.221 20.762  C236 1.050
253 H 11.595 13.293 19.264  C236 1.097
254 H 11.927 13.957 20.868  C236 1.105
255 C 18.840 14.164 15.037  C256 1.522, H266 1.068, H267 1.108, H268 1.084
256 C 18.220 14.704 13.756  C255 1.522, C257 1.495, N261 1.538, C265 1.519
257 C 16.921 14.006 13.513  C256 1.495, C258 1.474, H269 1.118, H270 1.106
258 C 16.052 14.593 12.478  C257 1.474, C259 1.554, H271 1.165, H272 1.110
259 C 15.686 16.029 12.945  C258 1.554, C260 1.514, H273 1.090, H274 1.094
260 C 16.835 16.964 13.255  C259 1.514, N261 1.482, C263 1.632, C264 1.567
261 N 17.870 16.186 13.977  C256 1.538, C260 1.482, O262 1.251
262 O 18.777 16.831 14.547  N261 1.251
263 C 17.432 17.556 11.857  C260 1.632, H275 1.065, H276 1.067, H277 1.098
264 C 16.367 18.208 14.084  C260 1.567, H278 1.144, H279 1.050, H280 1.067
265 C 19.226 14.516 12.633  C256 1.519, H281 1.109, H282 1.095, H283 1.096
266 H 18.218 14.460 15.853  C255 1.068
267 H 19.889 14.499 15.157  C255 1.108
268 H 18.714 13.090 14.964  C255 1.084
269 H 17.119 12.914 13.376  C257 1.118
270 H 16.510 14.046 14.538  C257 1.106
271 H 15.053 13.998 12.406  C258 1.165
272 H 16.461 14.596 11.446  C258 1.110
273 H 15.156 16.113 13.894  C259 1.090
274 H 15.070 16.678 12.316  C259 1.094
275 H 18.441 17.871 11.991  C263 1.065
276 H 17.295 16.804 11.112  C263 1.067
277 H 16.733 18.380 11.663  C263 1.098
278 H 15.872 17.856 15.054  C264 1.144
279 H 17.101 18.907 14.357  C264 1.050
280 H 15.600 18.777 13.608  C264 1.067
281 H 19.079 15.387 11.962  C265 1.109
282 H 19.023 13.622 12.033  C265 1.095
283 H 20.280 14.520 12.934  C265 1.096
284 C 23.611 17.879 21.801  C285 1.550, H295 1.078, H296 1.097, H297 1.085
285 C 24.955 17.107 21.822  C284 1.550, C286 1.587, N290 1.513, C294 1.549
286 C 25.466 16.485 23.190  C285 1.587, C287 1.502, H298 1.093, H299 1.110
287 C 24.786 15.184 23.504  C286 1.502, C288 1.534, H300 1.110, H301 1.135
288 C 25.082 14.213 22.353  C287 1.534, C289 1.543, H302 1.124, H303 1.071
289 C 24.612 14.649 20.949  C288 1.543, N290 1.437, C292 1.514, C293 1.551
290 N 24.852 16.052 20.742  C285 1.513, C289 1.437, O291 1.350
291 O 24.784 16.573 19.499  N290 1.350
292 C 25.363 13.757 19.984  C289 1.514, H304 1.138, H305 1.102, H306 1.087
293 C 23.063 14.623 20.888  C289 1.551, H307 1.091, H308 1.105, H309 1.092
294 C 25.940 18.228 21.410  C285 1.549, H310 1.119, H311 1.104, H312 1.110
295 H 22.777 17.221 21.984  C284 1.078
296 H 23.454 18.104 20.739  C284 1.097
297 H 23.385 18.736 22.427  C284 1.085
298 H 26.512 16.175 23.115  C286 1.093
299 H 25.470 17.203 24.037  C286 1.110
300 H 23.709 15.392 23.672  C287 1.110
301 H 25.292 14.700 24.396  C287 1.135
302 H 24.629 13.205 22.560  C288 1.124
303 H 26.143 14.233 22.499  C288 1.071
304 H 24.944 12.701 19.927  C292 1.138
305 H 25.277 14.139 18.953  C292 1.102
306 H 26.385 13.648 20.339  C292 1.087
307 H 22.711 15.226 21.728  C293 1.091
308 H 22.744 15.004 19.901  C293 1.105
309 H 22.664 13.623 21.071  C293 1.092
310 H 25.751 18.649 20.390  C294 1.119
311 H 26.955 17.799 21.473  C294 1.104
312 H 25.918 19.013 22.194  C294 1.110
313 C 17.403 18.574 21.847  C314 1.595, H324 1.059, H325 1.103, H326 1.091
314 C 17.116 18.237 20.314  C313 1.595, C315 1.578, N319 1.504, C323 1.534
315 C 16.750 19.586 19.580  C314 1.578, C316 1.530, H327 1.131, H328 1.119
316 C 16.726 19.389 18.063  C315 1.530, C317 1.512, H329 1.081, H330 1.089
317 C 18.069 18.870 17.603  C316 1.512, C318 1.518, H331 1.138, H332 1.127
318 C 18.441 17.501 18.141  C317 1.518, N319 1.536, C321 1.578, C322 1.558
319 N 18.252 17.494 19.666  C314 1.504, C318 1.536, O320 1.240
320 O 19.089 16.920 20.379  N319 1.240
321 C 17.614 16.396 17.374  C318 1.578, H333 1.098, H334 1.115, H335 1.127
322 C 19.941 17.348 17.748  C318 1.558, H336 1.145, H337 1.082, H338 1.079
323 C 15.928 17.272 20.211  C314 1.534, H339 1.104, H340 1.105, H341 1.090
324 H 18.377 18.920 22.079  C313 1.059
325 H 17.336 17.555 22.262  C313 1.103
326 H 16.681 19.277 22.263  C313 1.091
327 H 15.769 19.897 20.047  C315 1.131
328 H 17.506 20.329 19.938  C315 1.119
329 H 16.487 20.359 17.650  C316 1.081
330 H 15.910 18.691 17.884  C316 1.089
331 H 18.809 19.606 18.057  C317 1.138
332 H 18.158 18.859 16.480  C317 1.127
333 H 17.850 15.427 17.833  C321 1.098
334 H 16.507 16.455 17.491  C321 1.115
335 H 17.759 16.485 16.260  C321 1.127
336 H 20.268 16.288 18.034  C322 1.145
337 H 20.067 17.543 16.691  C322 1.082
338 H 20.511 18.051 18.334  C322 1.079
339 H 15.736 16.906 19.186  C323 1.104
340 H 14.953 17.637 20.580  C323 1.105
341 H 16.121 16.378 20.804  C323 1.090